(1)
216
Properties=species:S:1:pos:R:3:forces:R:3 method="wB97M-V/def2-TZVPD" homo_lumo_gap_ev=7.90 total_charge=-1
O 2.863 -1.882 -0.604 -1.0295 -0.4839 0.3668
C 1.795 -1.347 -0.514 1.8158 1.8059 3.7602
O 1.224 -0.791 0.670 2.4378 -2.3080 -1.4358
B 0.004 -0.117 0.370 0.8965 -0.0877 0.0175
O 0.012 -0.129 -1.075 0.6123 0.3520 -4.0136
C 1.098 -0.725 -1.641 -2.3195 0.5683 -0.4748
O 1.489 -0.806 -2.798 -1.7110 0.9055 1.6955
O -0.058 1.251 0.970 -1.1412 -0.7025 0.3865
C -1.110 1.290 1.799 0.6095 1.5227 0.5722
O -1.407 2.273 2.473 0.2536 -2.1475 -1.3162
C -1.810 -0.115 1.761 -1.9615 -0.8179 0.5825
O -1.130 -0.869 0.871 -1.7798 1.0850 1.7966
O -2.831 -0.422 2.400 3.0222 0.8124 -1.8954
O 6.381 -4.511 -0.265 -0.1011 -0.1796 0.7051
H 6.482 -3.920 -1.011 0.3650 0.0910 -0.5346
H 5.665 -5.094 -0.516 -0.2056 -0.0388 0.0558
O 4.791 -0.729 1.554 0.2468 -0.4991 -0.1381
H 4.607 0.204 1.664 -0.2911 0.7953 0.5627
H 4.818 -0.859 0.606 -0.0258 -0.3629 -0.2451
O -3.893 -5.518 4.896 -0.2917 -0.0469 0.2755
H -3.277 -6.229 4.719 0.1823 -0.1642 -0.0064
H -3.864 -4.974 4.110 0.1816 0.2954 -0.3195
O -1.490 0.785 6.824 0.4000 0.2844 0.0736
H -2.095 1.212 6.217 -0.0623 0.4299 -0.2458
H -1.750 -0.137 6.811 -0.1818 -0.3658 0.2230
O -4.009 -2.135 4.328 0.1531 0.2349 0.9347
H -3.872 -1.234 4.034 0.1527 0.3784 -0.3801
H -4.160 -2.629 3.523 0.4580 -0.3317 -0.8605
O -2.103 -3.327 -0.209 -0.1689 0.0227 0.2108
H -2.175 -3.447 -1.156 -0.1501 -0.5055 -0.4169
H -1.164 -3.229 -0.050 0.2697 0.0981 0.3299
O 3.032 -6.355 -0.138 0.0572 0.0662 0.3147
H 3.792 -6.657 -0.634 0.1756 -0.1455 -0.0714
H 2.392 -6.109 -0.806 -0.3793 0.1295 -0.2701
O -0.208 0.818 -6.816 -0.2277 0.1663 0.2487
H 0.654 0.407 -6.762 0.2311 -0.2006 -0.0069
H -0.303 1.057 -7.738 -0.0663 0.0243 -0.4417
O -3.190 -1.501 6.848 0.2405 0.4191 0.5298
H -3.060 -1.811 5.952 -0.1299 -0.4829 -0.5266
H -4.038 -1.863 7.107 -0.1194 -0.1645 0.0684
O -6.499 -2.667 4.819 -1.1736 -0.1424 0.1354
H -6.592 -3.548 5.181 -0.1385 -0.2505 0.0886
H -5.571 -2.459 4.930 0.7528 0.2779 -0.1607
O 0.763 -4.871 -2.211 0.1864 -0.2039 0.1680
H 1.213 -4.033 -2.107 0.3213 0.2746 0.0032
H -0.046 -4.653 -2.673 -0.4709 0.0036 -0.1181
O -3.626 3.881 3.100 -0.3956 0.5141 -0.3536
H -2.965 3.291 2.737 0.4245 -0.4874 -0.1423
H -3.889 3.469 3.923 -0.0575 -0.1794 0.6083
O 7.583 -3.383 -2.644 0.2996 -0.7006 0.1973
H 7.456 -2.527 -2.235 -0.2296 0.4269 -0.2794
H 6.879 -3.448 -3.289 -0.4456 0.0944 -0.4721
C 3.090 1.815 3.538 2.7932 1.0021 -0.8668
O 3.971 1.683 2.684 0.0001 -0.8832 -1.1830
N 3.288 1.437 4.763 0.6855 -1.6306 2.7896
N 2.047 2.564 3.380 -2.3515 0.9158 -1.6989
H 4.064 0.794 4.831 -0.3422 0.0809 0.8349
H 2.501 1.510 5.392 0.5722 -0.6227 0.3388
H 1.847 2.594 2.391 -0.9554 0.9835 0.3284
H 1.553 2.931 4.181 -0.4604 0.2679 -0.6120
C -1.741 -2.468 -7.905 -0.0304 -0.7320 -1.7890
O -2.043 -1.983 -8.949 -0.3138 1.3849 -3.0604
N -1.142 -3.633 -7.812 1.8145 -3.8041 -0.9618
N -1.980 -1.948 -6.775 -1.1702 2.5871 5.0426
H -0.895 -4.005 -8.718 -0.1154 -0.4999 0.4815
H -0.948 -4.136 -6.958 0.0384 0.1830 -0.4123
H -1.838 -2.521 -5.956 -0.0286 0.9767 0.0240
H -2.133 -0.950 -6.761 -0.3078 -0.1685 0.5930
C 1.745 -1.058 -9.085 -0.8516 -1.2822 -2.2261
O 1.437 -0.524 -10.126 -0.3143 0.6052 -0.6716
N 1.562 -2.336 -8.802 -1.2912 -3.8485 -0.7293
N 2.357 -0.515 -8.095 2.2757 3.8667 3.6330
H 1.837 -2.798 -7.947 -0.0883 0.3424 -0.3397
H 1.097 -2.912 -9.490 0.0670 0.2440 0.2003
H 2.640 0.447 -8.219 0.2008 -0.2157 0.3625
H 2.588 -1.039 -7.263 0.2798 0.4657 -0.1533
C 4.124 -2.170 -4.217 1.5618 0.0307 -0.2416
O 5.025 -2.949 -4.433 0.9555 -1.4466 -0.3178
N 2.932 -2.172 -4.739 -2.8602 -1.2873 -2.3189
N 4.259 -1.085 -3.508 2.0947 2.7634 2.4944
H 2.761 -2.906 -5.411 -0.6851 0.2150 0.4292
H 2.306 -1.502 -4.315 -0.7716 -0.7526 -0.7276
H 5.173 -0.984 -3.089 -0.3370 0.2928 0.3440
H 3.484 -0.480 -3.279 0.4918 -0.1594 0.2066
C -0.290 4.675 5.503 1.0355 -0.7460 -1.7766
O 0.900 4.911 5.461 1.5636 0.3519 1.0520
N -0.955 4.477 4.377 -0.8150 0.3199 -1.9905
N -1.078 4.404 6.520 -0.6575 0.1170 2.9790
H -0.381 4.318 3.562 -0.8010 0.2221 -0.1009
H -1.952 4.336 4.462 0.2778 -0.1679 -1.1428
H -1.909 3.911 6.225 -0.0395 -0.2391 1.0746
H -0.588 4.157 7.368 -0.5367 -0.0042 0.0590
C -4.922 2.302 5.868 2.6432 4.0875 -0.6686
O -3.823 2.891 5.873 0.4610 0.4625 -0.5337
N -6.011 2.865 5.488 -3.8173 2.7603 -1.3029
N -5.003 1.099 6.198 0.5551 -5.7588 1.7229
H -5.990 3.840 5.226 -0.1432 -0.2465 0.0551
H -6.870 2.342 5.386 0.2234 0.2746 -0.1125
H -4.051 0.810 6.376 -0.4922 -1.4114 0.8202
H -5.849 0.694 6.574 0.5388 -0.3470 -0.1156
C 6.836 -2.223 3.996 3.1727 0.2822 4.0093
O 7.850 -2.454 4.652 0.3031 -0.1864 0.2948
N 5.967 -1.279 4.343 -1.7970 2.4432 1.0634
N 6.439 -2.855 2.969 -2.0404 -2.1157 -4.8165
H 6.109 -0.709 5.165 0.2883 -0.2189 -0.4381
H 5.239 -1.040 3.686 -0.0012 0.2403 0.3324
H 6.760 -3.720 2.559 0.3427 0.4969 0.2987
H 5.751 -2.291 2.489 -0.2223 -0.9342 -0.9212
C 2.826 5.229 1.202 0.1673 -2.5130 -0.0585
C 3.649 6.460 1.272 -0.1880 0.7007 -1.4436
C 4.623 6.672 0.103 -0.6105 -1.0599 0.3100
O 2.714 7.554 1.307 0.7469 0.6624 1.2985
H 2.316 4.988 0.269 -0.1964 0.9152 -0.4117
H 2.095 5.081 1.997 0.0976 0.5963 0.1758
H 3.455 4.340 1.265 0.4288 -0.1501 0.3456
H 4.366 6.421 2.091 -0.9898 0.4773 0.9375
H 5.385 7.391 0.404 -0.3437 0.3965 -0.5471
H 4.004 6.870 -0.772 0.5245 0.4775 -0.3135
H 5.145 5.732 -0.075 0.1051 -0.1374 -0.0897
H 2.300 7.692 0.452 0.2320 -0.3441 -0.2049
C 9.231 0.508 -1.413 0.9532 -2.3519 -0.3338
C 8.672 -0.972 -1.206 0.5686 2.0189 2.1361
C 8.776 -1.233 0.333 -1.0729 1.4916 -0.0782
O 7.288 -0.851 -1.700 1.1687 -0.5872 0.5211
H 9.513 0.644 -2.457 -0.4605 0.2629 -0.1938
H 10.190 0.567 -0.896 -0.2049 0.3948 0.3326
H 8.497 1.229 -1.054 0.2276 0.0566 0.0958
H 9.301 -1.757 -1.625 -0.5558 0.1880 -1.1207
H 9.785 -1.037 0.695 0.2485 -0.6127 -0.3239
H 8.329 -2.105 0.810 0.2055 -0.3211 -0.6146
H 8.251 -0.390 0.784 -0.3801 0.0816 0.2334
H 7.309 0.065 -1.986 -0.6320 -0.1291 -0.2861
C -2.228 -1.812 -3.505 0.2132 -2.1242 2.0009
C -3.229 -2.999 -3.279 0.3091 0.5899 0.1555
C -4.102 -3.356 -4.400 -0.6752 0.2013 -0.8048
O -2.481 -4.178 -2.945 1.3830 0.3324 0.4035
H -1.372 -2.130 -4.099 -0.3850 0.4361 -0.8304
H -1.731 -1.863 -2.536 0.1563 0.7219 0.4132
H -2.625 -0.800 -3.590 -0.0491 -0.4042 -0.5924
H -3.851 -2.768 -2.414 -0.0443 0.3198 0.1769
H -4.793 -4.141 -4.094 -0.1671 -0.0306 -0.0851
H -3.479 -3.734 -5.210 -0.2913 0.1384 -0.3323
H -4.667 -2.466 -4.678 -0.0977 -0.2012 -0.4527
H -2.957 -4.986 -3.152 -0.2996 0.1335 -0.0077
C -5.644 -3.300 0.863 -1.0954 -0.9300 0.5142
C -4.813 -4.356 1.630 -1.9744 -0.7272 -0.9921
C -4.469 -5.615 0.796 -0.6754 1.0550 -0.5253
O -3.706 -3.665 2.041 1.4342 -0.2132 1.6192
H -6.545 -3.740 0.434 0.1177 -0.1352 -0.5888
H -5.040 -2.757 0.137 0.0061 -0.2220 -0.1171
H -6.088 -2.590 1.560 0.4274 0.2058 0.2708
H -5.368 -4.733 2.489 -0.1121 0.4406 0.3721
H -5.328 -6.253 0.587 -0.2852 0.1253 0.3745
H -3.700 -6.252 1.234 0.2445 0.3743 -0.1646
H -4.252 -5.168 -0.174 0.8882 -0.5917 -0.2870
H -3.111 -3.643 1.288 0.7234 0.4768 -0.4376
C -2.465 7.291 2.428 0.4364 0.2328 -0.2640
C -2.498 6.448 1.124 -0.5850 2.3209 0.6026
C -1.318 5.534 0.899 -0.2183 -1.1651 0.3849
O -3.812 5.889 1.077 0.9233 -0.5310 -0.6720
H -3.111 8.161 2.309 -0.3600 -0.1753 -0.1251
H -1.493 7.747 2.619 0.2993 -0.3585 0.1376
H -2.816 6.746 3.303 0.2333 -0.1893 -0.0464
H -2.507 7.219 0.353 0.0981 -0.1584 -0.4227
H -1.332 4.739 1.645 0.0038 -0.0965 0.1499
H -0.333 5.992 0.992 -0.2023 0.4416 -0.0241
H -1.359 5.005 -0.053 -0.1404 0.2086 -0.2225
H -3.760 5.173 1.715 -0.5623 -0.4047 0.4098
C 2.016 -3.025 3.648 -1.0452 1.9867 1.0509
C 1.064 -4.117 3.192 0.0632 -0.2807 0.2205
C 0.167 -3.912 2.008 -1.1669 0.5288 0.4534
O 1.865 -5.201 2.957 1.3037 -3.0497 -0.2431
H 2.009 -2.153 2.994 0.5510 -0.2186 -0.5282
H 3.009 -3.345 3.961 -0.0205 -0.3955 -0.8319
H 1.693 -2.549 4.574 -0.5693 -0.0539 0.3187
H 0.384 -4.498 3.954 0.1125 0.4968 0.6621
H -0.702 -3.334 2.323 0.3220 1.2339 -0.3118
H -0.421 -4.810 1.814 0.8398 -0.6620 -0.4126
H 0.727 -3.537 1.151 -0.3295 0.1058 -0.1946
H 2.283 -5.213 2.094 0.0275 0.2439 -0.2380
C -8.413 0.412 1.818 -0.6212 1.8043 -0.6352
C -7.327 1.105 0.986 1.1503 -2.2506 -0.0504
C -6.066 1.523 1.758 0.1133 0.4218 0.3290
O -6.908 0.119 0.054 0.4104 -0.8778 -1.2708
H -9.207 0.069 1.154 0.1428 -0.1317 -0.1953
H -8.863 1.264 2.328 -0.2825 -0.3958 1.0375
H -8.106 -0.436 2.429 0.3353 0.4130 0.1774
H -7.703 1.864 0.299 -0.2990 0.4759 0.7219
H -5.981 1.134 2.772 -0.8795 0.5670 0.5318
H -5.905 2.598 1.675 0.1135 -0.0291 0.5358
H -5.141 1.051 1.429 -0.0705 0.0643 -1.0690
H -6.149 -0.338 0.423 -0.0110 -0.1150 -0.0561
C 3.380 2.491 -1.572 -0.1882 0.7536 -1.0157
C 3.254 3.165 -3.009 0.1206 -3.2472 2.5646
C 1.807 3.044 -3.542 1.1927 1.1705 -1.0693
O 3.747 4.439 -2.831 -0.7158 2.4592 -0.2353
H 3.096 1.446 -1.446 0.2107 -0.1396 -0.3974
H 2.726 3.056 -0.909 0.0863 0.0905 0.0674
H 4.415 2.672 -1.283 0.0374 -0.3961 0.4536
H 4.003 2.720 -3.663 -0.4948 -0.8607 -0.4270
H 1.950 2.608 -4.531 -0.5760 0.2603 -0.2703
H 1.488 4.083 -3.619 -0.3740 -0.0208 -0.3964
H 0.999 2.485 -3.069 0.6766 -0.1612 0.7520
H 4.616 4.385 -2.426 -0.0151 -0.0197 0.0203
C -4.555 2.919 -4.859 0.3646 -0.9371 -0.3735
C -3.085 2.523 -4.861 1.9745 -1.2848 0.3301
C -2.614 1.937 -3.512 0.1732 0.2212 1.1282
O -2.738 1.535 -5.878 -2.2868 0.1700 -0.1716
H -4.735 3.651 -4.072 0.0615 0.1584 -0.2145
H -5.172 2.050 -4.633 -0.0170 -0.1105 0.0355
H -4.849 3.265 -5.850 -0.0123 0.2939 0.1434
H -2.474 3.401 -5.073 -0.0283 0.2463 0.0675
H -3.303 1.288 -2.971 -0.6750 0.0115 -0.4240
H -2.360 2.684 -2.760 -0.2468 0.5504 -0.0972
H -1.706 1.335 -3.500 0.2433 0.0666 -0.9030
H -1.811 1.369 -6.065 0.4921 0.5976 0.6535


(2)
80
Properties=species:S:1:pos:R:3:forces:R:3 method="wB97M-V/def2-TZVPD" multiplicity=4 homo_lumo_gap_ev="5.89 / 4.79" de_lowest_kj_mol=54.2 total_charge=+2
Re 1.567 -0.865 -1.661 0.0283 -0.1247 -0.3231
C -6.114 3.356 8.936 -0.0275 0.0247 -0.0651
O -6.263 3.636 7.546 0.2108 -0.1410 -0.1518
C -5.394 3.084 6.679 -0.2076 0.1285 0.2042
C -4.342 2.237 7.038 -0.0488 0.0575 -0.1727
C -3.514 1.733 6.048 -0.0936 0.0562 0.0725
C -3.713 2.053 4.709 0.0565 -0.0213 -0.1244
C -4.771 2.902 4.364 -0.0585 0.0326 0.1016
C -5.601 3.410 5.333 0.0985 -0.0728 -0.0143
C -2.856 1.539 3.650 -0.1400 0.0891 0.1790
N -2.981 1.814 2.363 0.1091 -0.0879 0.1095
C -1.976 1.130 1.760 -0.0557 0.0382 -0.2000
C -1.220 0.420 2.673 0.0893 -0.0670 0.0881
N -1.800 0.694 3.887 0.0628 -0.0350 -0.1044
C -0.111 -0.383 2.294 -0.0348 0.0376 0.0012
C 0.706 -1.147 3.150 -0.0625 0.0298 0.0658
C 1.742 -1.881 2.638 0.0815 -0.0479 -0.0921
C 1.991 -1.851 1.263 -0.0065 -0.0272 0.0663
N 1.242 -1.135 0.441 -0.0598 0.0673 0.0873
C 0.194 -0.416 0.923 -0.0603 0.0303 -0.1622
C -0.591 0.308 -0.043 0.0880 -0.0849 0.0784
N -0.240 0.194 -1.361 -0.0584 0.0607 0.0257
C -0.935 0.867 -2.274 -0.0580 0.0309 0.0072
C -2.031 1.665 -1.936 0.0779 -0.0523 -0.0612
C -2.406 1.776 -0.621 0.0016 -0.0082 0.0442
C -1.675 1.087 0.362 -0.0557 0.0274 0.0522
H -6.911 3.903 9.433 0.0463 -0.0324 -0.0201
H -5.147 3.708 9.299 0.0011 -0.0151 0.0196
H -6.228 2.288 9.129 0.0130 0.0025 0.0198
H -4.164 1.972 8.066 0.0006 -0.0088 0.0970
H -2.707 1.081 6.359 0.0338 -0.0262 0.0087
H -4.930 3.157 3.326 0.0096 -0.0034 -0.0408
H -6.422 4.066 5.082 -0.0393 0.0326 0.0055
H -1.515 0.363 4.795 -0.0295 0.0280 -0.0992
H 0.516 -1.159 4.215 -0.0100 0.0038 0.0275
H 2.374 -2.478 3.277 0.0214 -0.0201 0.0226
H 2.804 -2.409 0.816 0.0220 -0.0099 0.0269
H -0.603 0.764 -3.297 -0.0267 0.0058 0.0132
H -2.563 2.183 -2.720 -0.0093 0.0165 -0.0193
H -3.247 2.384 -0.318 -0.0369 0.0248 0.0192
O -1.832 -6.196 -1.778 -0.0917 0.1177 0.0133
C -1.134 -5.067 -1.797 -0.0870 -0.1737 0.0101
C -1.689 -3.791 -1.683 0.0955 0.0522 -0.0253
C -0.849 -2.713 -1.717 0.0113 0.0226 0.1132
N 0.503 -2.778 -1.846 -0.1723 -0.1127 0.1113
C 1.004 -4.026 -1.995 -0.0754 -0.0134 -0.1788
Br 2.814 -4.260 -2.402 0.0774 0.0135 -0.0226
C 0.242 -5.171 -1.964 0.0651 0.1594 0.0139
H -2.784 -6.038 -1.697 0.1060 -0.0318 -0.0092
H -2.753 -3.635 -1.583 -0.0372 -0.0070 -0.0034
H -1.276 -1.725 -1.647 0.0306 -0.1242 0.0113
H 0.699 -6.138 -2.102 0.0176 -0.0349 0.0037
O 3.507 -1.513 -1.450 -0.1362 -0.2063 0.1299
C 4.571 -0.854 -1.416 0.0532 -0.0017 -0.0215
C 4.671 0.553 -1.443 0.3172 0.0243 -0.0107
C 5.962 1.126 -1.505 -0.1972 0.0598 -0.0187
C 6.072 2.484 -1.507 -0.0425 -0.0223 -0.0976
C 4.953 3.320 -1.430 -0.0519 -0.0346 -0.0143
C 3.692 2.776 -1.351 0.1264 -0.0152 0.0154
C 3.532 1.387 -1.361 -0.1799 0.0666 0.0444
O 2.305 0.902 -1.259 0.2024 0.2367 -0.0461
N 7.415 3.092 -1.577 -0.2560 -0.1016 0.4302
O 7.467 4.295 -1.520 0.0503 0.3585 -0.1457
O 8.351 2.334 -1.624 0.3421 -0.2178 -0.1720
H 5.486 -1.448 -1.355 0.0377 0.0653 0.0005
H 6.850 0.510 -1.558 0.0226 -0.0162 -0.0010
H 5.101 4.391 -1.433 0.0179 -0.0119 0.0008
H 2.815 3.402 -1.285 -0.0378 0.0190 -0.0014
F 0.548 -3.062 -9.055 0.0621 0.1361 0.2609
C 0.847 -2.448 -7.921 -0.0531 -0.0780 -0.1068
C 0.298 -2.887 -6.724 0.0295 0.0317 -0.0005
F -0.536 -3.922 -6.713 0.0572 0.0663 0.0286
C 0.620 -2.240 -5.545 -0.2108 -0.1723 0.0487
F 0.049 -2.700 -4.414 0.1227 0.1803 -0.3099
C 1.477 -1.151 -5.510 0.0891 -0.1143 0.0810
Se 2.030 -0.149 -3.988 -0.1286 0.0386 0.1325
C 2.011 -0.726 -6.725 0.0600 -0.0108 -0.2161
F 2.848 0.309 -6.764 -0.0761 -0.0727 0.0553
C 1.708 -1.359 -7.921 0.0206 0.0195 -0.0316
F 2.238 -0.934 -9.057 -0.0534 -0.0333 0.1359


Number 1: calculated total energy -138755.33335 eV, maximum force 6.037 eV/A. Number 2: calculated total energy -212080.21693 eV, maximum force 0.511 eV/A.